P) # H3OP

2 unconnected molecules or ions with the total composition H3OP (wB97M-V/def2-TZVPD, the Open Molecules 2025 dataset).

```
5
Properties=species:S:1:pos:R:3
O 1.5023 0.1111 -0.0378
P 0.1007 -0.2244 -0.0536
H -0.0938 -0.9966 0.9408
H -1.1777 2.0858 0.4235
H -0.3317 -0.9759 -1.2729
```

Calculated values
M: 50.0 g/mol
Lowest unoccupied orbital energy (spin up / spin down): -1.397 / -0.780 eV
2S+1: 1
HOMO level (spin up / spin down): -10.698 / -9.331 eV

---

Q) # H3OP

2 unconnected molecules or ions with the total composition H3OP (wB97M-V/def2-TZVPD, the Open Molecules 2025 dataset).

```
5
Properties=species:S:1:pos:R:3
O 0.6007 -0.5294 -1.3771
P 0.0606 0.7290 -0.5067
H 1.5513 -0.5510 -1.5150
H -1.2863 0.3969 -0.7312
H -0.1958 0.1427 2.2258
```

Calculated values
M: 50.0 g/mol
Lowest unoccupied orbital energy (spin up / spin down): -0.332 / -0.406 eV
2S+1: 1
HOMO level (spin up / spin down): -8.049 / -9.940 eV

---

The least stable of them is P).

---

P) # C10H15N5

5 unconnected molecules or ions with the total composition C10H15N5 (wB97M-V/def2-TZVPD, the Open Molecules 2025 dataset).

```
30
Properties=species:S:1:pos:R:3
C 0.0653 0.0763 -3.2082
C 0.3744 0.8446 -1.9981
N 0.5606 1.4618 -1.0475
H -0.8657 -0.4715 -3.0573
H 0.8759 -0.6275 -3.3855
H -0.0614 0.7339 -4.0639
C 2.6584 -2.7299 1.1449
C 4.0119 -3.0681 1.5746
N 5.0819 -3.3401 1.8795
H 2.4594 -1.6663 1.2566
H 1.9079 -3.2423 1.7469
H 2.5263 -3.0413 0.1086
C -2.8809 2.1182 -0.8509
C -4.2404 2.2223 -1.3789
N -5.3081 2.3031 -1.7967
H -2.9050 1.5369 0.0703
H -2.4600 3.0990 -0.6481
H -2.2574 1.5843 -1.5610
C -0.8087 -1.5020 0.5690
C -1.8380 -1.4304 -0.4643
N -2.6384 -1.3182 -1.2808
H -1.2028 -1.1533 1.5228
H 0.0114 -0.8421 0.2906
H -0.4299 -2.5073 0.7338
C 1.2950 2.3205 2.1743
C 1.1516 0.9297 2.6219
N 1.0248 -0.1751 2.9203
H 0.8634 2.9835 2.9174
H 0.6926 2.3870 1.2662
H 2.3359 2.5142 1.9433
```

Calculated values
M: 205.3 g/mol
Structure (SMILES): CC#N.CC#N.CC#N.CC#N.CC#N
Lowest unoccupied orbital energy: 0.159 eV
2S+1: 1
HOMO level: -11.653 eV

---

Q) # C10H15N5

A single C10H15N5 molecule (wB97M-V/def2-TZVPD, the Open Molecules 2025 dataset).

```
30
Properties=species:S:1:pos:R:3
C 1.1125 -1.4826 0.6069
C -0.0550 -0.8975 0.1696
C 2.3233 -1.1954 -0.2181
C -0.4136 -0.3808 -1.1705
C 2.9236 0.2300 0.0232
C -0.2288 1.1093 -1.3008
C 1.7976 1.2735 0.1127
C 1.2309 1.6761 -1.2614
C -2.2784 -1.0779 1.4131
C -3.4777 0.8734 0.0890
N 1.0187 -1.9520 1.8588
N -0.2160 -1.8300 2.2378
N -0.9295 -1.2748 1.2201
N -4.3970 0.0603 0.9555
N -3.0108 -0.3368 0.6827
H 3.1238 -1.8922 0.1680
H 2.0758 -1.4836 -1.3033
H 0.0871 -0.9152 -1.9330
H -1.5626 -0.5521 -1.2014
H 3.2933 0.0946 1.0289
H 3.7532 0.4130 -0.5915
H -0.5917 1.2642 -2.3840
H -0.8519 1.6339 -0.6198
H 1.1101 0.8574 0.7891
H 2.1808 2.1069 0.7278
H 1.9597 1.1873 -1.9510
H 1.1659 2.8517 -1.3640
H -2.8038 -1.5996 2.1826
H -3.7489 0.8415 -0.9075
H -4.5905 0.3973 1.9403
```

Calculated values
M: 205.3 g/mol
Lowest unoccupied orbital energy (spin up / spin down): -0.159 / -0.159 eV
2S+1: 1
HOMO level (spin up / spin down): -7.725 / -7.723 eV

---

The least stable of them is Q).

---

P) # C5H6S2

A molecular structure, C5H6S2 (wB97M-V/def2-TZVPD, the Open Molecules 2025 dataset).

```
13
Properties=species:S:1:pos:R:3
C -1.7107 -0.8257 0.6025
C -0.3932 -1.1081 0.0043
C -2.2465 0.4575 0.4980
C 0.2048 -0.0463 -0.6058
C 1.5513 0.4409 -1.0112
S -1.2027 1.7288 0.0406
S 2.3939 1.0813 0.5493
H -2.3197 -1.5839 1.0157
H -0.0664 -2.1511 0.0937
H -3.1548 0.9812 0.9900
H 2.2731 -0.3332 -1.2351
H 1.4410 1.2572 -1.6892
H 3.2299 0.1015 0.7472
```

Calculated values
M: 130.2 g/mol
Lowest unoccupied orbital energy: -0.074 eV
2S+1: 1
HOMO level: -8.019 eV

---

Q) # C5H6S2

A single C5H6S2 molecule (wB97M-V/def2-TZVPD, the Open Molecules 2025 dataset).

```
13
Properties=species:S:1:pos:R:3
C 1.0561 0.7297 -0.7543
C 1.3230 1.2982 0.4171
C 0.1847 -1.5161 -0.4910
C -0.0736 -0.1245 -0.7434
C -0.8952 0.4043 0.5813
S 0.1794 1.0719 1.7205
S -2.1935 -0.7214 0.9446
H 1.5922 0.9753 -1.7483
H 2.0444 2.0292 0.4324
H -0.5063 -2.3442 -0.8068
H 0.8834 -1.8625 0.2895
H -0.7170 0.0168 -1.6228
H -2.8775 0.0433 1.7812
```

Calculated values
M: 130.2 g/mol
Lowest unoccupied orbital energy (spin up / spin down): -0.099 / -0.059 eV
2S+1: 1
HOMO level (spin up / spin down): -7.039 / -8.083 eV

---

The least stable of them is Q).

---

P) # C5H6S2

A single C5H6S2 molecule (wB97M-V/def2-TZVPD, the Open Molecules 2025 dataset).

```
13
Properties=species:S:1:pos:R:3
C 1.4541 0.2477 -0.2810
C 1.4290 -1.0965 -0.5335
C 0.6636 1.2954 0.1363
C -1.1229 -0.9985 0.1605
C -2.4153 -1.1859 -0.0921
S 0.2016 -2.1097 0.2064
S -3.4624 0.3919 -0.1784
H 2.5635 0.4993 -0.5289
H 2.3242 -1.5827 -0.9638
H 1.3118 1.9240 0.7891
H -0.7569 -0.0039 0.3430
H -2.8066 -2.1511 -0.4224
H -2.3440 1.1266 -0.1642
```

Calculated values
M: 130.2 g/mol
Lowest unoccupied orbital energy (spin up / spin down): -1.136 / -1.278 eV
2S+1: 1
HOMO level (spin up / spin down): -8.066 / -8.276 eV

---

Q) # C5H6S2

A single C5H6S2 molecule (wB97M-V/def2-TZVPD, the Open Molecules 2025 dataset).

```
13
Properties=species:S:1:pos:R:3
C 0.5881 -1.6274 0.0469
C -0.1952 -1.4165 -1.1483
S -1.2380 -0.0456 -1.5968
C -0.5456 1.3019 -0.5984
C 0.4060 1.5679 0.2785
S 1.0482 0.5749 1.5891
C 0.1644 -0.9643 1.3482
H 1.4506 -2.3427 -0.1374
H -0.0774 -1.9863 -1.9677
H -0.9306 2.1359 -1.2172
H 0.4987 2.7283 0.3360
H 0.4859 -1.6145 2.1683
H -0.8950 -0.5586 1.3796
```

Calculated values
M: 130.2 g/mol
Structure (SMILES): C1=CSC=CSC1
Lowest unoccupied orbital energy: 0.655 eV
2S+1: 1
HOMO level: -7.626 eV

---

The least stable of them is P).

---

P) # C3H11O2S

3 unconnected molecules or ions with the total composition C3H11O2S (wB97M-V/def2-TZVPD, the Open Molecules 2025 dataset).

```
17
Properties=species:S:1:pos:R:3
C 0.0661 0.9971 -2.1193
C 0.7625 0.1006 -1.1127
C -0.1889 -0.7097 -0.2357
S -1.1914 -1.8987 -1.1912
H -0.7261 1.5768 -1.6380
H 0.7630 1.6970 -2.5744
H -0.4201 0.3868 -2.8679
H 1.3988 0.7599 -0.5019
H 1.4354 -0.6551 -1.5331
H 0.3405 -1.2057 0.5789
H -0.9008 -0.0024 0.2102
H 3.1311 4.1940 4.6007
H 1.6563 3.9024 4.4292
O 2.2695 4.3432 5.0338
H -2.8808 -3.7681 -0.6348
H -2.3834 -5.1547 -0.3067
O -3.1317 -4.5635 -0.1371
```

Calculated values
M: 111.2 g/mol
Lowest unoccupied orbital energy: 2.621 eV
Total charge: -1
2S+1: 1
HOMO level: -2.571 eV

---

Q) # C3H11O2S

3 unconnected molecules or ions with the total composition C3H11O2S (wB97M-V/def2-TZVPD, the Open Molecules 2025 dataset).

```
17
Properties=species:S:1:pos:R:3
C 1.8733 0.7225 0.7771
C 1.5603 1.8437 -0.4406
C 1.0603 1.1352 -1.8317
S -0.0298 -0.4124 -1.4588
H 1.0232 0.2455 1.0509
H 2.3758 1.2136 1.8142
H 2.6071 0.0875 0.1775
H 0.9301 2.5727 -0.0093
H 2.4060 2.4322 -0.6124
H 1.8936 0.7635 -2.4166
H 0.3180 1.7587 -2.3785
H -2.3963 -1.5199 2.7780
H -2.8758 -2.3586 1.7013
O -3.2966 -1.8441 2.4017
H -2.0573 -1.5192 -0.4703
H -2.8550 -2.7621 -0.9383
O -2.5367 -2.3589 -0.1441
```

Calculated values
M: 111.2 g/mol
Lowest unoccupied orbital energy: 3.690 eV
Total charge: -1
2S+1: 1
HOMO level: -2.749 eV

---

The least stable of them is Q).

---

P) # C5H9NO2

2 unconnected molecules or ions with the total composition C5H9NO2 (wB97M-V/def2-TZVPD, the Open Molecules 2025 dataset).

```
17
Properties=species:S:1:pos:R:3
O -0.3053 0.8866 -0.0378
C 0.9909 1.3159 -0.0172
N 1.6003 1.7785 -1.0390
C 0.9996 1.9299 -2.3211
O -0.2858 1.3240 -2.5885
H -0.9161 1.0312 -0.7479
H 1.2488 1.2120 1.0095
H 1.8320 1.5594 -2.8506
H 0.7182 3.0280 -2.6416
H -0.0805 0.4135 -2.5461
C 1.0124 -2.0044 2.7431
C -0.0577 -1.9714 2.1980
C -1.5054 -1.8668 1.8299
H 1.9530 -1.7657 3.0908
H -2.1961 -2.5472 2.3549
H -1.9156 -0.9695 1.9913
H -1.4954 -2.1765 0.7779
```

Calculated values
M: 115.1 g/mol
Structure (SMILES): O/C=N\CO.C#CC
Lowest unoccupied orbital energy: 0.635 eV
2S+1: 1
HOMO level: -9.973 eV

---

Q) # C5H9NO2

A molecular structure, C5H9NO2 (wB97M-V/def2-TZVPD, the Open Molecules 2025 dataset).

```
17
Properties=species:S:1:pos:R:3
C 0.6161 -2.4448 0.1090
C 0.3137 0.7926 1.7482
C -0.1940 1.3096 0.2416
C -0.1792 -0.1690 -1.0171
C 0.2177 -1.1078 -0.2780
N -0.4669 0.4033 -2.2046
O -1.5915 1.3653 0.3388
O 0.4761 2.2439 -0.2293
H -1.8306 2.1439 -0.2090
H 0.2734 0.3269 -2.8917
H -1.0574 1.1916 -2.4227
H 1.6253 -2.4834 0.5214
H 0.6637 -3.0399 -0.8117
H -0.1325 -2.9568 0.7161
H -0.4305 0.2702 2.3487
H 1.3090 0.3662 1.8498
H 0.3877 1.7881 2.1906
```

Calculated values
M: 115.1 g/mol
Lowest unoccupied orbital energy (spin up / spin down): 0.106 / 0.105 eV
2S+1: 1
HOMO level (spin up / spin down): -8.453 / -8.454 eV

---

The least stable of them is Q).